Record 1
DFT (ωB97M-V/def2-TZVPD) results for a molecular structure, C24H42AlCl3N4O3Si at a distorted geometry.

Energy above the lowest of the compared OMol25 structures with the same formula, charge and spin = 263.93 kJ/mol
HOMO energy = -0.20022 Ha
Kohn-Sham gap = 5.155 eV
Net charge = 0

```
78
C24H42AlCl3N4O3Si (ωB97M-V/def2-TZVPD)
C -1.97 -2.58 -5.20
C -1.21 -3.16 -4.06
H -1.37 -2.51 -6.11
H -2.33 -1.57 -4.95
H -2.82 -3.23 -5.41
C -0.88 -4.48 -4.01
C -0.79 -5.36 -5.21
H -0.83 -4.98 -3.06
H -0.25 -4.86 -6.02
H -1.76 -5.69 -5.62
H -0.24 -6.27 -4.99
Al -0.53 1.20 1.06
Cl -2.62 1.74 1.25
Cl 0.96 2.19 -2.10
H 1.89 5.42 3.23
H -0.36 6.27 3.57
C 1.70 5.08 2.20
C -0.57 6.12 2.50
N 0.25 5.02 2.01
H 2.18 4.11 2.03
C -0.33 3.97 1.45
O 0.30 2.86 1.23
H -1.63 5.88 2.34
H -1.39 4.05 1.18
H 2.13 5.82 1.52
H -0.31 7.05 1.95
H 1.80 -0.18 -2.92
H 2.77 -2.94 -1.88
C 2.88 -0.13 -2.67
C 3.61 -2.26 -1.66
N 3.14 -0.90 -1.47
H 3.20 0.91 -2.52
C 2.77 -0.47 -0.24
O 2.17 0.60 0.01
H 4.09 -2.62 -0.75
H 3.05 -1.15 0.58
H 3.43 -0.62 -3.48
H 4.30 -2.27 -2.52
O -0.21 -1.09 -3.39
C -0.91 -2.15 -2.94
C 0.33 -3.85 -1.27
C -0.70 -2.95 -1.54
H 1.07 -4.07 -2.04
C 0.41 -4.47 -0.01
H -1.91 -1.73 -2.71
C -1.75 -2.89 -0.62
H 1.24 -5.16 0.21
C -0.56 -4.26 0.95
C -1.66 -3.47 0.65
H -2.66 -2.33 -0.88
H -0.52 -4.76 1.93
H -2.44 -3.26 1.38
Si -0.06 2.47 -3.91
Cl -0.56 -0.52 0.07
C 1.26 2.85 -5.16
C -0.85 4.11 -3.23
C -1.38 1.26 -4.34
H 2.26 2.83 -4.69
H 1.02 3.85 -5.54
H 1.21 2.12 -5.97
H -0.90 0.30 -4.57
H -1.98 1.64 -5.18
H -2.04 1.10 -3.47
H -1.39 3.94 -2.29
H -1.54 4.54 -3.97
H -0.08 4.86 -3.03
C -1.74 -1.34 5.37
N -0.85 -0.95 4.30
C 0.15 -1.74 3.72
C 0.71 -0.97 2.76
N 0.00 0.22 2.66
C -0.89 0.21 3.64
H -2.12 -2.34 5.14
H -1.21 -1.40 6.33
H -2.55 -0.62 5.45
H 0.40 -2.73 4.07
H 1.53 -1.22 2.11
H -1.61 1.01 3.82
```

---

Record 2
DFT (ωB97M-V/def2-TZVPD) results for C3H5N3 in the gas phase at a distorted geometry.

Energy above the lowest of the compared OMol25 structures with the same formula, charge and spin = 51.91 kJ/mol
SMILES = Nc1c[nH]cn1
HOMO energy = -0.29394 Ha
Kohn-Sham gap = 9.014 eV
Net charge = 0

```
11
C3H5N3 (ωB97M-V/def2-TZVPD)
N 2.02 -0.32 -0.20
C 0.65 -0.07 -0.06
C -0.19 0.90 -0.57
N -1.51 0.41 -0.29
C -1.32 -0.64 0.52
N -0.07 -1.01 0.64
H 2.23 -1.20 0.26
H 2.67 0.39 0.12
H 0.07 1.70 -1.25
H -2.47 0.72 -0.42
H -2.08 -0.89 1.25
```

---

Record 3
DFT (ωB97M-V/def2-TZVPD) results for a molecular structure, C40H54N4O2PS2W at a distorted geometry.

HOMO energy (alpha / beta) = -0.45954 / -0.45825 Ha
Spin multiplicity = 2
⟨S²⟩ = 0.76
Kohn-Sham gap (alpha / beta) = 5.029 / 5.232 eV
Net charge = +2

```
104
C40H54N4O2PS2W (ωB97M-V/def2-TZVPD)
W 0.08 0.33 -0.24
C -4.33 5.02 -0.26
C -4.46 3.61 -0.86
C -3.52 2.66 -0.21
C -3.76 1.85 0.87
C -5.09 1.59 1.52
C -5.82 0.47 0.77
C -2.56 1.13 1.14
C -2.46 0.11 2.05
C -1.39 -0.74 2.23
C -1.32 -1.77 3.22
C -2.46 -2.19 4.09
C -3.55 -2.93 3.31
C -0.04 -2.27 3.19
C 0.66 -1.54 2.18
C 2.00 -1.64 1.90
C 2.69 -0.81 1.04
N 2.11 0.20 0.29
C 3.17 0.75 -0.42
C 3.06 1.73 -1.39
C 1.91 2.30 -1.85
N 0.63 1.95 -1.43
C -0.19 2.94 -1.96
C -1.52 3.11 -1.61
C -2.15 2.46 -0.57
N -1.54 1.53 0.27
C 0.54 3.82 -2.80
C 1.86 3.43 -2.73
C 3.04 4.10 -3.34
C 3.66 5.11 -2.36
C -0.01 5.02 -3.50
C -0.65 4.69 -4.86
C 4.40 0.12 -0.07
C 4.10 -0.87 0.82
C 5.05 -1.81 1.48
C 5.58 -1.25 2.81
C 5.73 0.45 -0.66
C 5.90 -0.15 -2.07
N -0.19 -0.66 1.53
C 0.57 -3.28 4.10
C 1.21 -2.62 5.32
H -4.99 5.72 -0.78
H -3.31 5.39 -0.33
H -4.62 5.01 0.80
H -4.27 3.65 -1.94
H -5.48 3.25 -0.74
H -5.69 2.50 1.50
H -4.96 1.31 2.56
H -5.97 0.74 -0.28
H -6.80 0.29 1.21
H -5.25 -0.46 0.80
H -3.32 -0.06 2.69
H -2.89 -1.31 4.58
H -2.09 -2.84 4.88
H -3.96 -2.32 2.50
H -4.37 -3.20 3.97
H -3.15 -3.84 2.86
H 2.59 -2.37 2.45
H 3.99 2.11 -1.79
H -2.08 3.85 -2.14
H 2.73 4.62 -4.25
H 3.78 3.35 -3.64
H 2.93 5.86 -2.07
H 4.50 5.62 -2.83
H 4.02 4.61 -1.46
H 0.79 5.73 -3.65
H -0.75 5.50 -2.86
H 0.09 4.29 -5.55
H -1.06 5.60 -5.30
H -1.46 3.97 -4.76
H 5.89 -1.99 0.81
H 4.58 -2.78 1.66
H 6.13 -0.32 2.65
H 6.26 -1.97 3.28
H 4.77 -1.04 3.50
H 6.52 0.07 -0.01
H 5.86 1.54 -0.71
H 5.82 -1.24 -2.02
H 6.88 0.10 -2.47
H 5.14 0.22 -2.75
H 1.32 -3.86 3.56
H -0.20 -3.98 4.43
H 1.95 -1.88 5.02
H 1.70 -3.37 5.95
H 0.45 -2.12 5.93
C -0.89 -5.32 0.65
C 0.06 -4.42 -0.10
O -0.50 -3.07 -0.17
P -0.64 -2.28 -1.54
S -2.02 -0.84 -1.21
S 1.07 -1.32 -2.01
O -1.03 -3.32 -2.64
C -2.35 -3.96 -2.63
C -2.23 -5.32 -3.28
H -0.50 -6.34 0.63
H -1.88 -5.33 0.20
H -0.98 -5.01 1.69
H 0.25 -4.79 -1.11
H 1.01 -4.32 0.42
H -3.03 -3.31 -3.18
H -2.70 -4.04 -1.60
H -1.82 -5.22 -4.28
H -3.22 -5.76 -3.35
H -1.59 -5.98 -2.70
```

---

Record 4
DFT (ωB97M-V/def2-TZVPD) results for 14 unconnected molecules or ions with the total composition C7H38O14 at a distorted geometry.

Energy above the lowest of the compared OMol25 structures with the same formula, charge and spin = 514.52 kJ/mol
HOMO energy = -0.36324 Ha
Kohn-Sham gap = 9.952 eV
Net charge = 0

```
59
C7H38O14 (ωB97M-V/def2-TZVPD)
O 0.32 -0.99 5.18
C -0.03 -1.45 4.08
C 0.33 -0.65 2.91
C -0.93 -0.29 2.15
C -1.44 -1.38 1.29
C -2.75 -1.65 1.29
C -0.48 -2.29 0.62
C -0.98 -3.38 -0.42
H -0.37 -2.41 3.88
H 0.95 0.18 3.33
H 1.15 -1.01 2.22
H -0.99 0.63 1.68
H -1.74 -0.07 3.00
H -3.56 -1.11 1.70
H -3.14 -2.54 0.69
H 0.38 -1.79 0.16
H 0.11 -2.95 1.38
H -1.65 -3.16 -1.24
H -1.43 -4.10 0.31
H -0.13 -3.84 -0.83
H 4.12 1.60 -1.20
H 3.19 0.86 -0.08
O 3.45 0.84 -1.04
H 3.79 -1.70 -3.13
H 3.16 -1.49 -1.75
O 3.27 -2.19 -2.42
H 1.08 2.11 -1.64
H 0.54 1.03 -2.46
O 1.15 1.79 -2.54
H 1.65 -2.14 -3.22
H 1.32 -2.14 -4.75
O 1.03 -2.03 -3.88
H 0.73 3.40 -2.22
H 0.52 4.36 -1.05
O 0.49 4.44 -1.96
H -3.69 -1.52 -3.00
H -4.18 -0.37 -3.80
O -3.67 -1.27 -3.87
H 3.67 2.01 3.81
H 2.57 1.06 3.37
O 2.68 1.83 3.88
H 3.11 2.27 1.48
H 1.84 1.85 1.14
O 2.66 1.51 1.43
H -1.32 -0.10 -3.88
H -0.10 -0.71 -3.36
O -0.70 -0.01 -3.21
H 0.07 2.70 1.39
H -0.45 2.91 0.10
O 0.44 2.91 0.54
H -1.70 1.34 -1.02
H -1.80 2.80 -1.71
O -1.74 2.27 -0.85
H 0.49 2.14 3.36
H -0.75 2.73 3.98
O -0.39 2.44 3.08
H -2.66 -1.43 -1.00
H -4.00 -0.82 -0.55
O -3.50 -1.02 -1.36
```